(1)
{
  "formula": "C18H57N3O9",
  "method": "the ωB97M-V functional and the def2-TZVPD basis",
  "homo_energy_ev": -9.0,
  "homo_lumo_gap_ev": 8.99,
  "smiles": "COC[C@H](C)N.COC[C@H](C)N.COC[C@H](C)N.CCO.CCO.CCO.O.O.O",
  "spin_multiplicity": 1,
  "total_energy_ev": -42484.3941,
  "elements": ["C", "O", "C", "C", "C", "N", "H", "H", "H", "H", "H", "H", "H", "H", "H", "H", "H", "C", "O", "C", "C", "C", "N", "H", "H", "H", "H", "H", "H", "H", "H", "H", "H", "H", "C", "O", "C", "C", "C", "N", "H", "H", "H", "H", "H", "H", "H", "H", "H", "H", "H", "C", "C", "O", "H", "H", "H", "H", "H", "H", "C", "C", "O", "H", "H", "H", "H", "H", "H", "C", "C", "O", "H", "H", "H", "H", "H", "H", "O", "H", "H", "O", "H", "H", "O", "H", "H"],
  "positions_angstrom": [[-7.2303, 2.2830, 2.1919], [-6.0872, 1.4371, 2.0628], [-5.7917, 1.1961, 0.7675], [-4.6928, 0.1204, 0.7296], [-4.4688, -0.3645, -0.6836], [-4.9866, -1.0348, 1.6217], [-8.1218, 1.7900, 1.7805], [-7.0769, 3.2363, 1.6743], [-7.3785, 2.4489, 3.2540], [-6.6238, 0.8535, 0.1378], [-5.3609, 2.1062, 0.3170], [-3.7723, 0.5830, 1.1012], [-5.2703, -1.0334, -1.0105], [-3.5482, -0.9481, -0.7755], [-4.3604, 0.4867, -1.3650], [-5.2015, -0.7019, 2.5574], [-5.8124, -1.5307, 1.2881], [5.2495, -0.3581, -2.1779], [4.7801, -0.3046, -0.8567], [5.6383, -0.9842, 0.0382], [4.9336, -1.2621, 1.3385], [4.6438, 0.0342, 2.0869], [5.8026, -2.1923, 2.1203], [4.4579, -0.0066, -2.8317], [5.5165, -1.3908, -2.4434], [6.1494, 0.2582, -2.3180], [5.9986, -1.9283, -0.4037], [6.5710, -0.3942, 0.1565], [3.9985, -1.7912, 1.1368], [4.1115, 0.7408, 1.4371], [5.6069, 0.5291, 2.2792], [4.1126, -0.0973, 3.0237], [6.7247, -1.7772, 2.2625], [5.4341, -2.3046, 3.0655], [0.4007, 0.7754, 2.0662], [-0.3423, -0.1635, 2.7497], [-1.0184, -1.0514, 1.8929], [-1.4775, -2.2299, 2.6899], [-0.3049, -3.0758, 3.1810], [-2.4084, -2.9965, 1.8325], [-0.2463, 1.3970, 1.4303], [1.1980, 0.3267, 1.4676], [0.8310, 1.4313, 2.8194], [-1.8679, -0.5425, 1.4051], [-0.3634, -1.3950, 1.0668], [-2.0243, -1.8066, 3.5550], [0.2861, -3.3768, 2.3108], [-0.7128, -3.9830, 3.6367], [0.3021, -2.5448, 3.9020], [-2.7673, -3.8316, 2.2872], [-3.2314, -2.3991, 1.6455], [0.7992, 3.3951, 0.1264], [-0.4157, 2.9543, 0.9149], [-0.2665, 3.1105, 2.3211], [1.7018, 2.9314, 0.5351], [0.9479, 4.4771, 0.1610], [0.7663, 3.0478, -0.9069], [-0.6612, 1.9248, 0.6356], [-1.3022, 3.5108, 0.5480], [0.0132, 4.0177, 2.4802], [1.4469, -0.5112, -1.4343], [0.0405, -1.0700, -1.4282], [-0.5886, -0.7589, -2.6738], [1.9524, -0.8621, -2.3366], [2.0650, -0.7746, -0.5730], [1.4424, 0.5837, -1.4845], [-0.5558, -0.6219, -0.6174], [0.0171, -2.1484, -1.2916], [-0.7358, 0.2026, -2.6688], [2.8169, 2.7946, -3.4130], [2.3201, 1.9908, -4.6011], [3.4587, 1.8776, -5.4974], [2.0642, 2.9880, -2.6417], [3.0613, 3.8181, -3.7273], [3.6978, 2.3233, -2.9856], [1.5023, 2.4762, -5.1527], [2.0002, 0.9852, -4.2940], [3.1884, 1.3686, -6.2715], [-1.0422, 2.0413, -2.6515], [-1.7710, 2.3610, -2.0977], [-0.6359, 2.8410, -3.0177], [-1.2702, -4.3344, -0.4880], [-1.6563, -3.8201, 0.3006], [-1.5745, -5.2448, -0.3850], [-0.9875, -3.6160, -3.2889], [-0.9618, -2.6416, -3.2569], [-1.0756, -3.8501, -2.3391]],
  "forces_ev_per_a": [[0.2, -0.4, 0.1], [-1.5, 0.7, 1.8], [1.7, -0.6, -1.8], [-0.3, -0.4, 0.5], [0.5, -0.2, -0.2], [0.2, 0.4, -0.4], [0.1, 0.1, 0.0], [0.0, 0.0, 0.0], [0.0, 0.1, 0.0], [-0.3, 0.1, 0.2], [-0.2, 0.0, -0.3], [-0.1, -0.1, 0.1], [-0.1, 0.3, -0.1], [0.0, 0.0, 0.1], [-0.2, -0.2, 0.0], [0.0, 0.0, -0.1], [0.1, 0.1, 0.0], [0.3, -0.2, -0.1], [-0.1, -0.2, 0.3], [0.6, -0.1, -0.8], [0.5, -0.2, 1.1], [0.5, 0.6, -0.7], [-0.2, 0.3, 0.0], [0.0, 0.1, -0.1], [-0.1, 0.1, -0.1], [-0.1, 0.0, 0.0], [-0.4, 0.0, 0.1], [-0.3, 0.0, 0.4], [0.1, 0.0, -0.1], [-0.2, -0.2, 0.2], [-0.1, -0.1, 0.2], [-0.1, -0.1, 0.1], [-0.2, 0.0, -0.2], [-0.1, 0.0, -0.3], [0.9, -0.3, 0.5], [-0.6, -1.4, 0.6], [0.5, 0.3, -0.5], [-0.8, -0.1, 0.6], [-0.8, -0.3, -0.6], [-0.1, 0.2, -0.2], [1.8, -3.4, 2.4], [0.2, -0.2, -0.2], [0.2, -0.4, -0.2], [0.0, 0.0, 0.1], [-0.1, 0.0, 0.5], [0.2, -0.2, -0.1], [0.1, 0.0, 0.2], [0.2, 0.0, 0.1], [0.1, 0.1, 0.0], [0.2, 0.2, 0.2], [0.3, -0.4, 0.1], [0.6, -0.3, 0.2], [-1.4, 2.9, -1.9], [-0.5, 0.7, -0.6], [0.0, 0.0, 0.1], [-0.1, 0.0, -0.1], [-0.3, 0.2, 0.0], [-0.7, 1.9, -1.2], [0.2, 0.2, 0.3], [-0.1, 0.1, 0.0], [0.4, 0.1, 0.0], [-0.2, 0.8, 0.0], [-0.1, 0.0, 0.2], [0.1, -0.1, 0.1], [-0.2, -0.2, 0.0], [-0.1, 0.0, 0.0], [0.2, -0.1, -0.3], [0.1, -0.1, -0.1], [0.0, -0.3, -0.3], [-0.4, 0.9, -0.3], [0.7, -0.2, -0.4], [-0.5, 0.0, 0.3], [0.0, -0.6, 0.0], [0.3, -0.3, -0.2], [0.0, 0.0, 0.1], [0.0, 0.0, 0.3], [-0.1, 0.2, 0.0], [0.0, 0.1, 0.2], [-0.2, 0.6, 0.2], [0.2, -0.1, -0.2], [-0.1, -0.3, 0.0], [-0.4, 0.5, 1.0], [0.4, -0.6, -0.9], [0.1, 0.2, 0.0], [0.0, 0.4, 0.7], [0.0, -0.4, -0.3], [0.0, 0.0, -0.6]]
}

=====

(2)
{
  "formula": "C18H58ClN4O13",
  "method": "the ωB97M-V functional and the def2-TZVPD basis",
  "homo_energy_ev": -6.4,
  "charge": -1,
  "homo_lumo_gap_ev": 9.01,
  "spin_multiplicity": 1,
  "total_energy_ev": -64700.9241,
  "elements": ["Cl", "O", "O", "O", "O", "O", "H", "H", "O", "H", "H", "O", "H", "H", "O", "H", "H", "C", "C", "C", "O", "C", "N", "H", "H", "H", "H", "H", "H", "H", "H", "H", "H", "H", "C", "C", "C", "O", "C", "N", "H", "H", "H", "H", "H", "H", "H", "H", "H", "H", "H", "C", "C", "C", "O", "C", "N", "H", "H", "H", "H", "H", "H", "H", "H", "H", "H", "H", "C", "C", "C", "O", "C", "N", "H", "H", "H", "H", "H", "H", "H", "H", "H", "H", "H", "C", "C", "O", "H", "H", "H", "H", "H", "H"],
  "positions_angstrom": [[-1.1589, -0.7751, 0.6003], [-0.3955, -0.7434, -0.6314], [-1.1973, -2.1259, 1.0965], [-0.5239, 0.0979, 1.5701], [-2.5037, -0.3114, 0.3744], [1.0866, -0.5492, 4.0433], [0.9333, -0.3278, 3.1131], [2.0404, -0.5429, 4.1553], [-0.1985, -3.6219, -1.9744], [-0.1781, -2.7901, -1.4898], [-0.8509, -3.4677, -2.6661], [-0.3452, -5.2480, 0.7583], [-0.4103, -5.6665, 1.6210], [-0.4632, -4.3079, 0.9453], [-4.7427, 0.2793, -1.7472], [-4.5528, 1.1768, -2.0360], [-4.3615, 0.2463, -0.8602], [3.5450, 1.0662, -0.8348], [2.4116, 1.3751, 0.1498], [2.9005, 1.2548, 1.5735], [3.7536, 2.3355, 1.8991], [3.9331, 2.4971, 3.2787], [1.9020, 2.7282, -0.1307], [4.3490, 1.7943, -0.6799], [3.2355, 1.2181, -1.8714], [3.9758, 0.0662, -0.7358], [1.6536, 0.5918, 0.0197], [3.4303, 0.3033, 1.7307], [2.0090, 1.2723, 2.2200], [4.3407, 3.4948, 3.4313], [4.6002, 1.7345, 3.7068], [2.9818, 2.4088, 3.8223], [1.6745, 3.1554, 0.7657], [0.9610, 2.6270, -0.5265], [-3.2651, -0.9109, -5.2920], [-2.1109, -0.6405, -4.3712], [-1.8872, 0.8450, -4.1436], [-0.8886, 1.1011, -3.1635], [0.4204, 0.6679, -3.4867], [-2.2677, -1.3524, -3.0948], [-3.4717, -1.9776, -5.3956], [-3.0383, -0.5659, -6.3078], [-4.2002, -0.4375, -4.9819], [-1.1854, -1.0177, -4.8203], [-2.7829, 1.3012, -3.6991], [-1.7183, 1.4400, -5.0551], [1.0543, 1.5547, -3.5831], [0.4729, 0.1222, -4.4314], [0.8279, 0.0078, -2.7210], [-1.7348, -0.8631, -2.3775], [-3.2253, -1.2064, -2.7733], [2.4326, -3.4003, 2.4160], [3.1567, -3.1791, 1.1084], [4.0219, -4.3540, 0.7325], [4.8322, -3.9721, -0.3749], [5.8181, -4.9196, -0.6656], [2.1643, -2.9262, 0.0530], [1.7261, -2.5888, 2.5927], [3.1401, -3.4082, 3.2498], [1.8546, -4.3243, 2.3953], [3.8427, -2.3185, 1.1862], [3.4011, -5.2110, 0.4475], [4.6669, -4.5815, 1.5932], [6.5120, -4.4723, -1.3784], [5.3920, -5.8262, -1.1159], [6.3937, -5.2112, 0.2235], [2.6176, -2.6003, -0.7980], [1.6507, -2.0857, 0.3214], [-1.6077, 4.9655, -1.7068], [-1.9931, 3.8959, -0.7096], [-3.4262, 3.4633, -0.9735], [-3.9091, 2.5360, -0.0333], [-4.1561, 3.0186, 1.2627], [-1.0482, 2.7595, -0.7914], [-2.2698, 5.8350, -1.6342], [-1.6931, 4.6011, -2.7371], [-0.5828, 5.3153, -1.5886], [-1.9396, 4.2988, 0.3060], [-3.5026, 2.9897, -1.9565], [-4.0743, 4.3596, -0.9765], [-4.7251, 2.2426, 1.7617], [-4.7464, 3.9487, 1.1997], [-3.2342, 3.2824, 1.7885], [-1.3215, 2.2575, -1.6407], [-1.3174, 2.1428, -0.0240], [-3.2305, 0.6268, 3.9310], [-2.3870, 0.3257, 5.1680], [-1.1482, 0.9734, 5.1767], [-3.9900, 1.3965, 4.1019], [-3.7977, -0.2625, 3.6428], [-2.6084, 0.9323, 3.0928], [-2.3685, -0.7640, 5.3347], [-2.9221, 0.5779, 6.1012], [-0.4579, 0.3472, 4.9246]],
  "forces_ev_per_a": [[-0.4, -0.4, 0.3], [0.0, 0.1, 0.0], [0.2, 0.1, 0.1], [0.2, 0.0, 0.0], [0.1, 0.1, -0.2], [0.0, 0.0, 0.0], [-0.3, 0.0, -0.1], [0.0, 0.0, 0.0], [0.1, -0.1, -0.3], [0.0, 0.1, 0.1], [-0.2, 0.2, 0.1], [0.0, -0.2, 0.3], [-0.1, 0.0, 0.0], [0.0, 0.2, -0.3], [-0.2, -0.1, -0.2], [-0.1, 0.0, 0.1], [0.2, 0.0, 0.0], [0.4, 0.5, -0.1], [0.8, -0.3, -0.8], [-0.3, 0.0, 0.2], [-0.1, 0.0, 0.0], [-0.2, -0.2, 0.1], [-0.7, -0.4, 0.4], [0.0, -0.1, 0.1], [-0.2, -0.2, 0.1], [-0.2, -0.1, 0.1], [-0.2, 0.2, 0.1], [-0.1, -0.1, 0.0], [0.2, 0.1, 0.1], [0.1, -0.1, 0.1], [0.1, 0.1, -0.1], [0.0, 0.1, -0.1], [0.3, 0.2, 0.0], [0.3, 0.2, -0.2], [-0.3, -0.1, -0.9], [0.6, -0.2, 0.7], [-0.4, 0.8, 0.5], [-0.1, -0.3, -0.5], [0.4, 0.3, -0.3], [-0.5, 0.3, -0.1], [0.1, 0.0, 0.2], [0.0, 0.1, 0.1], [0.1, 0.1, 0.2], [-0.1, -0.1, -0.2], [-0.1, -0.3, 0.0], [0.3, -0.4, -0.1], [0.1, -0.1, 0.1], [-0.2, 0.1, 0.0], [-0.2, 0.1, 0.2], [0.3, -0.2, -0.1], [0.0, -0.1, -0.1], [0.0, 0.1, 0.2], [-0.2, 0.5, -0.8], [0.1, 0.2, -0.2], [0.0, 0.1, 0.3], [0.1, -0.1, -0.2], [0.1, 0.7, 0.1], [0.0, 0.0, 0.0], [-0.1, -0.1, 0.0], [0.1, -0.1, 0.0], [0.0, -0.1, 0.3], [0.0, -0.1, 0.2], [0.0, -0.3, -0.1], [-0.1, 0.0, 0.0], [0.0, 0.0, 0.1], [-0.1, 0.0, 0.0], [0.2, -0.5, 0.0], [-0.3, -0.3, 0.1], [-0.1, 0.5, -0.4], [0.6, -0.3, -0.2], [-0.3, 0.6, 0.6], [0.0, -0.5, -0.4], [0.0, 0.7, -0.5], [-1.2, 0.4, 0.2], [0.0, 0.0, 0.1], [0.0, -0.1, 0.1], [0.0, -0.1, 0.2], [0.0, 0.1, 0.0], [0.1, 0.0, 0.0], [0.0, -0.1, 0.0], [0.1, 0.0, 0.3], [-0.1, -0.2, 0.1], [0.0, -0.3, 0.2], [0.6, -0.2, 0.2], [0.2, -0.2, -0.1], [-0.5, -0.1, 0.1], [-1.2, -0.6, 0.8], [0.3, -0.1, 0.2], [0.3, 0.2, 0.1], [0.1, 0.0, -0.2], [0.1, -0.1, 0.0], [0.8, 0.0, -0.6], [0.0, 0.6, -0.3], [0.2, 0.1, -0.2]]
}